{"formula": "C29H48CaCl2N3O4SSi", "method": "ωB97M-V with the def2-TZVPD basis set", "elements": ["C", "C", "H", "H", "H", "C", "C", "H", "H", "H", "H", "Ca", "Cl", "C", "O", "N", "C", "C", "H", "H", "H", "H", "H", "H", "H", "H", "H", "C", "C", "N", "H", "C", "O", "H", "H", "H", "H", "H", "H", "C", "C", "N", "H", "C", "O", "H", "H", "H", "H", "O", "C", "C", "C", "H", "C", "H", "C", "H", "C", "C", "H", "H", "H", "Si", "Cl", "C", "C", "C", "H", "H", "H", "H", "H", "H", "H", "H", "H", "S", "C", "C", "C", "C", "C", "C", "H", "H", "H", "H", "H"], "xyz": [[2.7162, -2.3403, -2.5618], [2.2941, -1.6164, -3.8043], [2.2617, -3.3443, -2.5204], [2.3826, -1.7286, -1.7020], [3.8095, -2.4853, -2.5289], [2.4413, -2.0934, -5.0618], [2.7895, -3.4934, -5.3927], [2.2633, -1.4576, -5.9356], [2.2475, -4.2479, -4.8045], [3.8626, -3.7094, -5.3833], [2.4865, -3.6148, -6.4333], [0.2185, 0.1803, 0.7560], [2.3795, 1.3900, 0.0417], [-0.6873, 3.1259, 0.2303], [-1.1483, 1.9783, 0.4770], [-1.4641, 4.1611, -0.1089], [-2.8965, 3.9439, -0.2825], [-0.8736, 5.3619, -0.6942], [0.4002, 3.3187, 0.2595], [-3.2839, 3.3552, 0.5571], [-3.1042, 3.4043, -1.2188], [-3.3849, 4.9200, -0.3121], [0.0180, 5.6343, -0.1188], [-1.6030, 6.1756, -0.6513], [-0.5652, 5.1953, -1.7400], [-3.6577, 1.2005, 5.1001], [-1.5076, 2.1373, 6.8268], [-3.0157, 0.3038, 5.1017], [-1.2458, 1.0829, 6.6360], [-1.6115, 0.6596, 5.2821], [-3.1391, -0.2425, 4.1684], [-0.7880, 0.8139, 4.2374], [-1.0101, 0.4262, 3.0720], [-0.1667, 0.9590, 6.8070], [0.1625, 1.3292, 4.4916], [-3.3223, -0.3176, 5.9557], [-1.7933, 0.4660, 7.3596], [-0.3132, -5.6198, 3.0067], [-0.2684, -3.9195, -0.4120], [-1.1838, -5.1385, 2.5276], [-1.1383, -4.1890, 0.2138], [-0.7774, -4.0543, 1.6304], [-1.8505, -4.7631, 3.3258], [-0.2461, -2.9151, 2.1025], [0.1768, -1.9985, 1.3526], [-2.0021, -3.5454, -0.0338], [-0.1973, -2.8355, 3.2070], [-1.7134, -5.8849, 1.9360], [-1.4346, -5.2367, 0.0724], [0.6789, -0.3982, -2.4060], [1.6271, -0.2527, -3.5229], [0.2474, -0.1710, -5.7480], [1.0504, 0.4510, -4.7615], [-0.0609, -1.2190, -5.6147], [-0.1873, 0.5602, -6.8773], [2.3821, 0.4315, -3.0841], [1.4748, 1.7744, -4.9635], [-0.8387, 0.0632, -7.6097], [0.2380, 1.8740, -7.0524], [1.0952, 2.4512, -6.1156], [2.0868, 2.2382, -4.1910], [-0.1400, 2.4624, -7.8817], [1.4708, 3.4555, -6.2805], [-1.1100, -0.5638, -2.8440], [-0.6788, -2.4297, -3.7397], [-2.6027, -0.4892, -4.1236], [-1.1115, 1.4081, -2.7657], [-2.0119, -1.2575, -1.2962], [-2.3777, 0.1270, -4.9995], [-3.4401, -0.0782, -3.5572], [-2.9093, -1.4821, -4.4763], [-2.8151, -1.9496, -1.6265], [-2.4857, -0.4577, -0.6962], [-1.3690, -1.8387, -0.6150], [-0.7716, 1.8523, -3.7083], [-0.3843, 1.7117, -2.0023], [-2.0851, 1.8429, -2.5210], [2.5009, 1.4613, 3.7197], [2.6500, 1.0665, 5.3410], [3.0198, 2.0722, 6.2977], [3.2223, 1.7389, 7.6332], [2.9696, 0.4231, 8.0713], [2.5109, -0.5576, 7.1700], [2.3744, -0.2476, 5.8191], [3.2185, 3.0763, 5.9207], [3.5520, 2.5146, 8.3453], [3.1007, 0.1794, 9.1266], [2.3174, -1.5767, 7.5119], [2.0754, -0.9982, 5.0897]], "forces_ev_per_angstrom": [[-0.2, -0.1, 0.2], [-0.2, 0.5, -1.4], [0.0, 0.3, 0.1], [0.3, -0.6, -0.3], [-0.3, 0.1, 0.0], [0.1, 0.9, 1.4], [0.2, -0.5, -0.7], [-0.2, -0.2, 0.6], [0.2, 0.3, 0.1], [0.0, -0.1, 0.3], [0.0, -0.4, -0.1], [0.5, 0.3, 0.3], [-0.2, 0.1, -0.1], [-0.5, -1.1, 0.0], [0.4, 1.8, -0.2], [-0.1, -0.3, -0.1], [0.0, -0.2, 0.0], [0.4, -0.2, 0.0], [-0.3, -0.1, 0.0], [0.1, 0.1, -0.2], [0.1, 0.1, 0.3], [0.0, -0.1, 0.0], [-0.2, 0.0, -0.1], [0.2, -0.1, 0.0], [-0.2, 0.1, 0.3], [0.2, -0.2, -0.1], [0.0, -0.3, -0.1], [0.1, -0.1, 0.3], [0.3, 0.3, -0.1], [-0.9, 0.0, 0.3], [0.0, 0.1, 0.0], [0.8, -0.1, -0.8], [-0.2, 0.2, 0.9], [-0.3, 0.0, -0.2], [-0.1, -0.4, -0.2], [0.0, 0.1, -0.3], [0.2, 0.1, -0.2], [-0.3, 0.2, -0.3], [-0.6, -0.1, 0.1], [0.1, 0.3, 0.7], [0.2, 0.0, -0.1], [-0.2, 0.3, 0.4], [0.2, -0.2, -0.4], [0.4, 0.5, -1.2], [-0.9, -1.6, 1.2], [0.5, -0.4, 0.1], [0.1, 0.0, -0.4], [0.0, 0.1, 0.2], [0.3, 0.4, -0.3], [-0.9, -0.6, -1.3], [-0.2, -0.1, 1.1], [0.0, 0.5, -0.1], [0.5, -0.2, -0.3], [0.2, 0.8, -0.2], [0.3, -0.5, 0.7], [-0.2, -0.3, -0.3], [-0.4, -0.6, -0.4], [0.3, 0.3, 0.3], [-0.1, -0.2, 0.2], [0.0, 0.3, 0.1], [0.0, 0.0, -0.3], [0.2, -0.1, -0.1], [-0.1, 0.0, 0.0], [-0.2, 2.1, 0.0], [0.7, -2.6, -0.1], [0.0, -0.3, 0.2], [0.1, 0.0, 0.6], [0.1, 0.3, 0.5], [-0.1, 0.1, 0.2], [-0.2, 0.4, -0.1], [0.0, 0.2, 0.0], [0.4, 0.4, 0.1], [0.0, -0.1, -0.2], [-0.1, 0.4, -0.4], [-0.2, -0.2, 0.1], [-0.1, 0.2, -0.2], [-0.2, 0.0, 0.0], [-0.2, 0.3, -1.8], [-0.2, 0.0, 1.5], [0.2, -0.8, 0.1], [-0.3, -0.2, -0.2], [-0.2, 0.0, 0.2], [0.4, 0.6, 0.0], [0.1, 0.5, 0.4], [-0.1, -0.3, 0.1], [-0.2, -0.5, -0.3], [0.0, 0.0, -0.2], [0.0, 0.3, 0.0], [0.1, 0.1, 0.1]], "total_energy_ha": -3884.95553, "total_charge": -1, "relative_energy_ev": 0.510, "homo_lumo_gap_ev": 5.4}